# 1
Density functional theory data (the ωB97M-V functional and the def2-TZVPD basis) for a molecular structure, C20H18CuN5.

Last column: Mulliken charge in e.
Element x y z (Å)
1 Cu 0.840 -0.843 -1.795  -0.393
2 C 2.527 5.067 0.715  -1.474
3 C 1.830 3.749 0.502  0.354
4 C 1.634 2.840 1.537  -1.201
5 C 1.011 1.622 1.340  -0.273
6 C 0.509 1.220 0.084  1.307
7 N -0.070 0.004 -0.188  -0.828
8 C -0.651 -0.747 0.798  0.891
9 C -1.291 -0.169 1.918  -0.352
10 C -1.838 -0.905 2.944  -0.955
11 C -1.790 -2.297 2.937  0.294
12 C -2.343 -3.122 4.069  -1.561
13 C -1.235 -2.891 1.820  -0.431
14 C -0.729 -2.161 0.744  -0.123
15 N -0.368 -2.951 -0.406  0.484
16 C -0.958 -4.120 -0.738  -0.128
17 C -0.287 -4.655 -1.812  -0.982
18 C 0.713 -3.724 -2.093  -0.061
19 N 0.661 -2.695 -1.251  -0.666
20 C 0.754 2.144 -0.960  0.078
21 C 1.396 3.355 -0.753  -0.336
22 N 0.371 1.846 -2.308  0.786
23 C -0.276 2.661 -3.158  -0.174
24 C -0.280 2.061 -4.398  -0.868
25 C 0.399 0.856 -4.204  -0.141
26 N 0.799 0.731 -2.943  -0.780
27 H 2.640 5.277 1.778  0.361
28 H 1.965 5.890 0.270  0.334
29 H 3.524 5.072 0.269  0.303
30 H 1.995 3.083 2.531  0.330
31 H 0.920 0.945 2.177  0.530
32 H -1.350 0.910 1.954  0.558
33 H -2.304 -0.388 3.776  0.377
34 H -2.343 -2.556 5.000  0.391
35 H -1.754 -4.026 4.225  0.363
36 H -3.373 -3.430 3.872  0.285
37 H -1.171 -3.972 1.785  0.546
38 H -1.817 -4.477 -0.201  0.489
39 H -0.503 -5.575 -2.324  0.403
40 H 1.458 -3.731 -2.870  0.457
41 H 1.572 3.996 -1.612  0.506
42 H -0.679 3.598 -2.816  0.457
43 H -0.719 2.436 -5.305  0.402
44 H 0.612 0.070 -4.910  0.442

- Kohn-Sham gap (eV) = 7.2192
- DFT total energy (eV) = -73122.0626
- LUMO (eV) = 0.84


# 2
Density functional theory data (the ωB97M-V functional and the def2-TZVPD basis) for a single C20H18F3N7O2 molecule at a distorted geometry.

Last column: Mulliken charge in e.
Element x y z (Å)
1 C 2.543 -3.655 -3.741  -1.509
2 C 1.664 -2.542 -3.338  -0.297
3 N 0.738 -2.664 -2.224  0.186
4 C 0.339 -3.905 -1.737  0.531
5 O 0.303 -4.893 -2.365  -0.610
6 N -0.069 -4.071 -0.450  0.134
7 C -0.184 -5.385 0.267  -0.978
8 C 0.755 -5.532 1.479  0.040
9 C 1.039 -6.910 2.045  -0.751
10 C 2.167 -6.057 1.343  -0.544
11 C -0.463 -2.932 0.244  0.033
12 O -0.826 -2.951 1.387  -0.675
13 C -0.344 -1.617 -0.376  0.057
14 N -0.689 -0.358 0.026  -0.057
15 C -0.062 0.509 -0.787  0.277
16 C -0.073 2.025 -0.414  -0.412
17 C 0.970 2.931 -0.902  -0.408
18 N 0.689 4.169 -0.759  -0.965
19 N -0.556 4.182 -0.105  0.666
20 C -1.132 5.288 0.512  0.859
21 C -0.307 6.363 0.813  -0.620
22 C -0.931 7.404 1.510  -0.347
23 C -2.233 7.314 2.066  0.114
24 C -2.883 8.521 2.808  0.744
25 F -3.286 9.462 1.911  -0.256
26 F -4.043 8.208 3.316  -0.243
27 F -2.003 9.100 3.679  -0.232
28 N -2.890 6.097 1.858  -0.532
29 C -2.423 5.199 1.069  -0.368
30 C -0.977 2.834 0.055  -0.089
31 N 0.667 -0.196 -1.643  -0.693
32 C 0.309 -1.522 -1.500  0.813
33 H 3.170 -3.297 -4.548  0.390
34 H 3.173 -3.991 -2.899  0.309
35 H 2.090 -4.519 -4.050  0.423
36 H 2.343 -1.838 -2.943  0.327
37 H 0.997 -2.088 -4.120  0.371
38 H -1.253 -5.493 0.526  0.304
39 H 0.118 -6.318 -0.367  0.319
40 H 0.379 -4.847 2.264  0.471
41 H 0.706 -7.788 1.565  0.293
42 H 0.906 -6.918 3.136  0.250
43 H 2.552 -6.428 0.381  0.248
44 H 2.896 -5.472 1.932  0.229
45 H -1.109 -0.080 0.906  0.273
46 H 1.942 2.847 -1.256  0.528
47 H 0.671 6.568 0.435  0.436
48 H -0.511 8.479 1.515  0.247
49 H -2.972 4.309 0.982  0.441
50 H -1.905 2.460 0.492  0.277

- Kohn-Sham gap (eV) = 8.3589
- DFT total energy (eV) = -43707.2040
- energy relative to the best compared isomer or geometry (same formula, charge and spin) (kcal per mole) = 77.2
- LUMO (eV) = -0.23


# 3
Density functional theory data (the ωB97M-V functional and the def2-TZVPD basis) for a molecular structure, C20H18F6N4O4S2SbSc.

Last column: Mulliken charge in e.
Element x y z (Å)
1 Sc 0.014 -0.119 0.096  0.317
2 C 2.602 1.963 -0.838  -1.113
3 C 3.057 0.583 -0.485  1.017
4 C 4.371 0.185 -0.720  -0.842
5 C 4.789 -1.063 -0.313  -0.459
6 C 3.896 -1.894 0.364  -0.819
7 C 2.604 -1.463 0.566  0.100
8 N 2.194 -0.252 0.115  0.557
9 Sb 1.331 -2.690 1.812  1.011
10 C -0.304 -2.991 0.416  0.050
11 C -0.579 -4.304 0.109  -0.738
12 C -1.731 -4.601 -0.618  -0.566
13 C -2.586 -3.579 -0.963  -0.790
14 C -2.272 -2.263 -0.631  1.099
15 C -3.212 -1.152 -0.974  -1.317
16 N -1.124 -1.983 0.020  0.294
17 C 0.447 -1.001 2.856  -0.114
18 C 0.338 -1.179 4.218  -0.730
19 C -0.076 -0.110 5.013  -0.575
20 C -0.316 1.107 4.419  -0.824
21 C -0.187 1.248 3.039  1.053
22 C -0.403 2.586 2.403  -1.406
23 N 0.153 0.192 2.275  0.368
24 H 3.111 2.685 -0.196  0.408
25 H 1.530 2.115 -0.707  -0.069
26 H 2.854 2.209 -1.868  0.431
27 H 5.050 0.868 -1.212  0.533
28 H 5.805 -1.388 -0.492  0.453
29 H 4.223 -2.858 0.733  0.475
30 H 0.075 -5.099 0.443  0.465
31 H -1.965 -5.625 -0.880  0.461
32 H -3.510 -3.779 -1.486  0.491
33 H -4.220 -1.544 -1.093  0.585
34 H -2.939 -0.691 -1.925  0.198
35 H -3.230 -0.390 -0.198  0.170
36 H 0.583 -2.129 4.675  0.480
37 H -0.175 -0.232 6.083  0.448
38 H -0.594 1.969 5.010  0.529
39 H -0.120 3.373 3.100  0.569
40 H -1.456 2.730 2.156  0.232
41 H 0.182 2.713 1.493  0.211
42 F 0.973 2.497 -3.622  -0.183
43 C 0.518 1.420 -4.250  0.569
44 F -0.100 1.758 -5.354  -0.164
45 F 1.517 0.590 -4.500  -0.188
46 S -0.681 0.558 -3.133  0.776
47 O 0.182 0.122 -1.994  -0.504
48 O -1.315 -0.474 -3.865  -0.542
49 N -1.670 1.679 -2.653  -0.447
50 S -1.530 2.381 -1.269  1.022
51 O -1.388 1.366 -0.160  -0.329
52 O -0.587 3.441 -1.149  -0.600
53 C -3.248 3.022 -1.021  0.450
54 F -4.100 2.014 -1.087  -0.169
55 F -3.504 3.915 -1.943  -0.160
56 F -3.279 3.564 0.185  -0.176

- charge = +2
- Kohn-Sham gap (eV) = 9.0328
- DFT total energy (eV) = -100384.6638
- LUMO (eV) = -6.78


# 4
Density functional theory data (the ωB97M-V functional and the def2-TZVPD basis) for a single C20H18N2O4 molecule at a distorted geometry.

Last column: Mulliken charge in e.
Element x y z (Å)
1 C -0.147 2.364 2.907  -0.667
2 O 1.256 2.412 3.009  -0.513
3 C 2.058 1.843 2.073  0.397
4 C 3.421 2.069 2.300  -0.504
5 C 4.382 1.613 1.427  -0.381
6 C 4.004 0.924 0.283  -0.880
7 C 2.666 0.697 0.043  -0.615
8 C 1.677 1.135 0.929  0.701
9 C 0.283 0.718 0.583  0.018
10 O -0.390 -0.031 1.265  -0.622
11 N -0.141 1.247 -0.600  0.144
12 C -1.372 1.023 -1.231  0.061
13 C -1.976 2.113 -1.859  -0.478
14 C -3.234 2.030 -2.425  0.701
15 C -3.861 3.210 -3.102  -1.522
16 C -3.915 0.818 -2.345  -0.806
17 C -3.317 -0.280 -1.769  -0.511
18 C -2.030 -0.212 -1.237  0.316
19 N -1.453 -1.390 -0.754  0.039
20 C -0.147 -1.741 -0.883  0.321
21 O 0.662 -1.128 -1.556  -0.662
22 C 0.210 -2.962 -0.151  0.397
23 C 1.441 -3.540 0.027  -0.527
24 C 1.230 -4.671 0.842  -0.434
25 C -0.108 -4.702 1.100  -0.514
26 O -0.734 -3.677 0.507  -0.355
27 H -0.515 2.998 3.714  0.321
28 H -0.495 2.761 1.948  0.260
29 H -0.531 1.349 3.033  0.266
30 H 3.689 2.617 3.190  0.443
31 H 5.425 1.797 1.634  0.375
32 H 4.747 0.566 -0.412  0.424
33 H 2.355 0.139 -0.828  0.546
34 H 0.472 1.912 -1.051  0.328
35 H -1.442 3.053 -1.879  0.301
36 H -3.888 3.051 -4.180  0.317
37 H -3.300 4.120 -2.904  0.338
38 H -4.886 3.348 -2.761  0.373
39 H -4.910 0.735 -2.756  0.399
40 H -3.837 -1.227 -1.740  0.427
41 H -2.054 -2.021 -0.243  0.294
42 H 2.366 -3.184 -0.376  0.556
43 H 1.968 -5.365 1.189  0.453
44 H -0.711 -5.380 1.670  0.471

- Kohn-Sham gap (eV) = 9.0479
- DFT total energy (eV) = -32202.3910
- energy relative to the best compared isomer or geometry (same formula, charge and spin) (kcal per mole) = 33.4
- LUMO (eV) = 0.76


# 5
Density functional theory data (the ωB97M-V functional and the def2-TZVPD basis) for a single C20H18N4O2S molecule at a distorted geometry.

Last column: Mulliken charge in e.
Element x y z (Å)
1 C -4.036 -2.583 3.458  -1.233
2 C -2.780 -1.840 3.201  0.197
3 C -2.443 -0.898 2.272  -0.321
4 C -1.086 -0.595 2.576  0.487
5 N -0.247 0.288 1.922  0.363
6 C -0.623 1.495 1.353  0.884
7 C -2.001 2.051 1.431  -1.855
8 C 0.483 2.054 0.793  -1.193
9 C 1.583 1.175 1.017  1.324
10 C 2.954 1.320 0.548  0.607
11 O 3.908 0.730 1.013  -0.656
12 C 3.220 2.427 -0.475  -0.923
13 S 2.083 2.506 -1.887  -0.268
14 C 1.782 0.812 -2.123  0.787
15 N 2.403 -0.014 -1.318  -0.336
16 C 2.156 -1.321 -1.445  -0.342
17 N 1.342 -1.875 -2.290  -0.645
18 C 0.691 -1.056 -3.150  0.088
19 C -0.195 -1.599 -4.099  -0.371
20 C -0.851 -0.775 -4.974  -0.383
21 C -0.658 0.613 -4.940  -0.706
22 C 0.196 1.174 -4.027  -0.799
23 C 0.882 0.352 -3.120  0.650
24 C 1.099 0.100 1.742  0.153
25 C 1.816 -1.100 2.224  -2.023
26 N -0.680 -1.311 3.598  -0.395
27 O -1.720 -2.079 3.988  -0.240
28 H -4.762 -2.365 2.680  0.321
29 H -4.449 -2.297 4.425  0.305
30 H -3.838 -3.653 3.482  0.332
31 H -3.051 -0.509 1.486  0.344
32 H -2.646 1.634 0.656  0.245
33 H -2.451 1.851 2.402  0.468
34 H -1.956 3.126 1.281  0.413
35 H 0.510 3.005 0.301  0.416
36 H 3.137 3.399 0.015  0.418
37 H 4.233 2.302 -0.861  0.502
38 H 2.694 -1.964 -0.761  0.514
39 H -0.329 -2.669 -4.113  0.482
40 H -1.528 -1.194 -5.704  0.390
41 H -1.188 1.240 -5.642  0.402
42 H 0.359 2.241 -3.985  0.362
43 H 1.325 -2.010 1.881  0.405
44 H 1.826 -1.120 3.312  0.446
45 H 2.838 -1.067 1.857  0.385

- Kohn-Sham gap (eV) = 7.9846
- DFT total energy (eV) = -41921.9026
- energy relative to the best compared isomer or geometry (same formula, charge and spin) (kcal per mole) = 69.0
- LUMO (eV) = -0.06


> What is the LUMO in the first record?

0.84 eV


> Among the records above, which one has the highest LUMO?

C20H18CuN5


> LUMO of number 3 (C20H18F6N4O4S2SbSc)?

-6.78 eV


> LUMO of number 2 (C20H18F3N7O2)?

-0.23 eV